1.
{"formula": "C30H46Br2N6O2PbSSi", "method": "wB97M-V/def2-TZVPD", "charge": 2, "de_lowest_kj_mol": 97.8, "lumo_ev": -5.6, "gap_ev": 8.23, "symbols": ["Pb", "C", "C", "N", "N", "C", "N", "S", "C", "C", "C", "C", "C", "N", "H", "H", "H", "H", "H", "H", "H", "H", "H", "C", "C", "C", "C", "C", "Br", "N", "C", "H", "H", "H", "H", "H", "H", "C", "C", "C", "C", "Si", "Br", "C", "C", "C", "C", "C", "C", "C", "C", "H", "H", "H", "H", "H", "H", "H", "H", "H", "H", "H", "H", "H", "H", "H", "H", "H", "H", "H", "H", "H", "H", "H", "H", "H", "H", "H", "O", "C", "C", "C", "C", "O", "N", "H", "H", "H", "H"], "positions_angstrom": [[-1.43979, -0.13903, 1.71763], [-0.99209, 3.61242, 4.69629], [-0.82066, 2.40114, 3.83698], [-1.47500, 2.18775, 2.74836], [-2.38153, 3.16831, 2.40224], [-2.99289, 3.12518, 1.28308], [-3.94087, 4.03498, 0.98128], [-2.78053, 1.89997, -0.05516], [0.21497, 1.39483, 4.23929], [1.02246, 1.61986, 5.34311], [2.04295, 0.72187, 5.63231], [2.22605, -0.37637, 4.81489], [1.35028, -0.55464, 3.75408], [0.37364, 0.30093, 3.47706], [-1.76038, 4.26078, 4.29625], [-0.05555, 4.16952, 4.75083], [-1.26827, 3.31328, 5.70879], [-4.13234, 4.76988, 1.64414], [-4.27598, 4.13714, 0.03966], [0.87296, 2.48542, 5.97010], [2.68566, 0.88909, 6.48610], [3.01866, -1.08896, 4.99303], [1.43377, -1.41716, 3.10131], [-3.51923, -3.66952, -3.00542], [-3.26822, -3.56312, -1.52704], [-3.67441, -4.54549, -0.62778], [-3.35728, -4.44303, 0.71695], [-2.64928, -3.32535, 1.11582], [-2.08663, -3.16484, 2.93179], [-2.29355, -2.35091, 0.30260], [-2.58916, -2.47584, -0.99523], [-4.12732, -4.54009, -3.24043], [-2.57517, -3.76252, -3.54425], [-4.02465, -2.78151, -3.38612], [-4.23013, -5.40563, -0.98039], [-3.63312, -5.20668, 1.42953], [-2.25783, -1.66389, -1.63642], [3.69109, 1.81543, 0.20112], [3.59386, 1.71137, -1.33257], [5.01871, 1.67714, -1.93156], [2.87581, 2.97648, -1.82610], [2.72392, 0.14472, -1.93246], [0.55608, 0.23492, -0.20718], [1.74805, 0.22270, -3.55192], [1.10790, -1.13259, -3.88750], [2.76366, 0.58814, -4.65880], [0.61482, 1.26466, -3.54909], [3.43608, -1.52812, -1.41342], [4.41529, -1.95018, -2.53283], [4.21227, -1.42777, -0.09214], [2.36829, -2.62420, -1.23091], [4.10235, 2.79800, 0.44780], [4.35228, 1.06899, 0.63261], [2.71540, 1.72895, 0.67797], [5.53845, 2.59348, -1.63997], [5.01294, 1.63588, -3.02310], [5.60651, 0.83557, -1.56279], [3.41716, 3.84895, -1.45158], [1.85125, 3.03055, -1.45379], [2.86017, 3.05075, -2.91288], [1.84601, -1.91789, -4.04414], [0.54746, -1.02721, -4.82028], [0.41358, -1.45425, -3.10839], [3.57196, -0.14172, -4.74292], [3.20769, 1.57275, -4.50814], [2.23826, 0.60853, -5.61717], [-0.09937, 1.08279, -2.74744], [0.08446, 1.19095, -4.50240], [0.97793, 2.28426, -3.45513], [5.22556, -1.23014, -2.66947], [3.91897, -2.08858, -3.49360], [4.86774, -2.90582, -2.25556], [5.05584, -0.74157, -0.15231], [4.61745, -2.41514, 0.14404], [3.56668, -1.12110, 0.73350], [1.93384, -2.94519, -2.17407], [1.56066, -2.30450, -0.57379], [2.84772, -3.49522, -0.77644], [-4.68453, -1.07578, 3.66233], [-5.07395, -0.49883, 2.69610], [-6.50205, -0.34843, 2.19129], [-6.34202, 0.31736, 0.82102], [-4.88132, 0.64214, 0.83495], [-4.39127, 1.41393, -0.14984], [-4.18130, 0.19517, 1.79952], [-7.05468, 0.27871, 2.89108], [-6.99381, -1.31824, 2.16966], [-6.93849, 1.21653, 0.67374], [-6.56091, -0.35513, -0.01031]], "forces_ev_per_angstrom": [[-0.261, -0.425, 0.589], [-0.054, -0.010, -0.045], [0.108, -0.020, 0.029], [-0.084, 0.017, -0.266], [0.063, 0.144, 0.046], [-0.005, -0.046, -0.040], [-0.017, -0.057, 0.062], [-0.075, 0.086, 0.218], [-0.048, 0.082, -0.030], [0.034, 0.016, 0.028], [-0.024, 0.019, 0.000], [-0.005, -0.020, 0.013], [-0.040, -0.048, -0.003], [-0.065, 0.215, -0.024], [-0.011, 0.003, 0.018], [0.007, -0.021, 0.020], [0.039, -0.001, 0.007], [-0.001, -0.015, 0.019], [0.025, 0.029, -0.011], [0.018, -0.002, -0.008], [0.002, 0.001, -0.009], [-0.018, -0.010, 0.005], [0.009, 0.008, 0.007], [0.025, 0.054, 0.050], [-0.013, -0.014, -0.055], [0.015, -0.015, 0.011], [-0.003, -0.021, 0.052], [0.032, -0.040, -0.041], [-0.040, -0.085, -0.033], [0.039, -0.090, -0.105], [-0.053, 0.023, 0.042], [-0.013, 0.012, -0.004], [-0.011, -0.025, -0.007], [-0.022, -0.016, 0.001], [0.027, -0.010, -0.010], [-0.014, 0.000, -0.011], [0.012, -0.006, 0.004], [0.084, -0.021, -0.060], [-0.005, 0.062, 0.063], [-0.053, -0.011, 0.001], [0.061, -0.040, -0.049], [-0.817, 0.026, 0.639], [0.926, 0.115, -0.821], [-0.084, 0.016, -0.027], [0.070, 0.020, -0.035], [-0.014, -0.036, 0.044], [0.109, 0.029, -0.035], [-0.034, -0.071, 0.047], [-0.008, 0.043, 0.043], [0.028, 0.001, -0.061], [0.071, 0.006, -0.087], [0.015, -0.014, -0.007], [-0.003, 0.005, 0.014], [0.011, 0.056, 0.014], [0.010, -0.009, -0.018], [0.016, 0.024, 0.010], [0.008, 0.021, 0.011], [-0.007, -0.005, 0.002], [0.006, 0.021, 0.001], [-0.011, 0.019, 0.008], [-0.021, -0.014, 0.006], [-0.003, -0.001, 0.010], [-0.010, -0.002, -0.017], [-0.007, 0.009, -0.021], [-0.021, 0.003, -0.020], [0.022, -0.006, -0.005], [-0.042, -0.017, -0.047], [0.018, 0.007, -0.001], [-0.018, 0.007, -0.012], [0.011, -0.028, 0.003], [0.004, -0.030, 0.011], [0.014, 0.010, -0.014], [-0.005, -0.004, 0.021], [-0.012, 0.004, 0.007], [0.012, 0.002, 0.002], [-0.007, -0.011, 0.007], [0.019, -0.048, 0.036], [0.010, -0.006, -0.041], [0.032, 0.045, 0.022], [-0.060, -0.064, -0.092], [0.010, -0.009, -0.027], [-0.038, 0.022, -0.004], [-0.005, 0.144, -0.020], [-0.033, -0.117, -0.080], [0.111, 0.129, 0.057], [0.015, -0.005, 0.020], [0.008, -0.006, -0.021], [0.002, 0.008, 0.024], [0.027, 0.012, -0.019]]}

=====

2.
{"formula": "C30H46BrN3P2Sn", "method": "wB97M-V/def2-TZVPD", "charge": 4, "de_lowest_kj_mol": 183.2, "lumo_ev": [-13.4, -13.8], "gap_ev": [5.81, 5.21], "symbols": ["C", "C", "C", "C", "N", "C", "C", "C", "C", "C", "C", "C", "C", "C", "Sn", "P", "H", "H", "H", "H", "H", "H", "H", "H", "C", "C", "H", "H", "H", "H", "H", "C", "C", "H", "H", "H", "H", "H", "C", "C", "H", "H", "H", "H", "H", "Br", "P", "C", "C", "H", "H", "H", "H", "H", "C", "C", "H", "H", "H", "H", "H", "C", "C", "H", "H", "H", "H", "H", "C", "C", "C", "C", "N", "N", "C", "H", "H", "H", "H", "H", "H", "H", "H"], "positions_angstrom": [[-0.66539, 7.04287, -4.01255], [-0.84209, 5.65817, -4.25575], [-1.15389, 5.27557, -5.58405], [-1.26859, 6.26467, -6.56555], [-1.10099, 7.57887, -6.33555], [-0.80509, 7.94127, -5.07495], [-0.71259, 4.69747, -3.21555], [-0.60079, 3.86717, -2.31645], [-0.47119, 2.90597, -1.27555], [0.59451, 2.98077, -0.34295], [0.71651, 2.03197, 0.67715], [-0.21079, 0.97267, 0.81775], [-1.27169, 0.90547, -0.11585], [-1.40429, 1.84627, -1.14195], [-0.02809, -0.38263, 2.28535], [1.86241, -1.28863, 1.26265], [-1.30169, 4.22027, -5.83155], [-0.42329, 7.39767, -3.00655], [-1.50999, 5.98127, -7.59935], [-0.67049, 9.01767, -4.89975], [-2.23179, 1.77457, -1.85545], [1.32201, 3.79417, -0.43255], [-2.01049, 0.09887, -0.04095], [1.55231, 2.11907, 1.38135], [2.15861, -2.95103, 2.04295], [3.14231, -3.92993, 1.39015], [1.15261, -3.40593, 2.09495], [2.42831, -2.71643, 3.08905], [3.38441, -4.74043, 2.10055], [2.70831, -4.39953, 0.49075], [4.08861, -3.44583, 1.10085], [1.75741, -1.55493, -0.57465], [2.83111, -0.93433, -1.47775], [0.76001, -1.17283, -0.85605], [1.69451, -2.65023, -0.71285], [2.57201, -1.11033, -2.53695], [2.89481, 0.15757, -1.33245], [3.83211, -1.35973, -1.30265], [3.35831, -0.22593, 1.56405], [4.74771, -0.87553, 1.53445], [3.16871, 0.20857, 2.56135], [3.28181, 0.60087, 0.83245], [5.52061, -0.10123, 1.68715], [4.85551, -1.61043, 2.34985], [4.96421, -1.38243, 0.58015], [0.20351, -2.10113, 4.14595], [-2.70969, -3.97663, -2.05765], [-0.83209, -4.02323, -1.92035], [-0.22839, -5.42683, -2.07025], [-0.52079, -3.55343, -0.96625], [-0.45129, -3.37363, -2.73095], [0.84281, -5.36993, -2.33565], [-0.31029, -6.01103, -1.13755], [-0.74749, -5.99513, -2.86205], [-3.18829, -3.64573, -0.27075], [-4.59979, -4.11663, 0.10305], [-3.11389, -2.54883, -0.14165], [-2.43419, -4.09923, 0.40285], [-4.68059, -4.29383, 1.19065], [-5.35899, -3.36483, -0.17705], [-4.85929, -5.06173, -0.40495], [-2.90819, -2.21943, -2.69405], [-3.17379, -2.14753, -4.20325], [-2.01559, -1.62193, -2.42165], [-3.76269, -1.78653, -2.14025], [-3.65459, -1.19083, -4.47565], [-2.23759, -2.22313, -4.78525], [-3.83559, -2.96923, -4.52915], [2.03701, 2.06437, 6.79555], [1.04831, 1.74357, 5.72265], [-0.25889, 2.18367, 5.66385], [-0.77599, 1.59227, 4.52675], [0.18961, 0.84897, 3.94055], [1.29161, 0.94387, 4.66885], [-2.19699, 1.71327, 4.07035], [2.19601, 3.16037, 6.84645], [1.65101, 1.70277, 7.77235], [3.00681, 1.56387, 6.58875], [-0.77269, 2.82167, 6.37065], [2.18391, 0.44327, 4.47775], [-2.86949, 1.32447, 4.86525], [-2.43789, 2.77857, 3.88005], [-2.38229, 1.13377, 3.14545]], "forces_ev_per_angstrom": [[0.288, 1.262, 0.314], [-0.108, -1.535, -0.006], [-0.255, 0.031, -0.672], [-0.139, -1.713, 0.075], [0.329, 0.413, 1.388], [-0.015, 0.556, -0.184], [-0.047, 0.446, -0.359], [-0.074, 0.520, -0.516], [0.068, -0.813, 0.855], [-0.245, -0.032, -0.171], [0.062, -0.402, 0.405], [-2.211, 2.329, -2.917], [0.191, 0.224, -0.053], [0.216, 0.049, -0.204], [-0.496, -0.574, 3.608], [4.669, -2.524, -1.559], [0.059, 0.486, 0.036], [-0.101, -0.052, -0.416], [0.131, 0.153, 0.488], [-0.070, -0.538, -0.090], [0.301, 0.012, 0.328], [-0.250, -0.359, 0.138], [0.163, 0.419, -0.085], [-0.314, 0.155, -0.245], [-0.097, 0.031, -0.027], [0.317, 0.078, -0.412], [0.499, 0.058, 0.013], [0.092, -0.243, -0.633], [-0.185, 0.405, -0.294], [0.194, 0.189, 0.353], [-0.369, -0.297, 0.134], [-0.985, -0.215, 0.007], [0.263, 0.279, 0.013], [0.294, -0.030, -0.111], [0.187, 0.409, 0.137], [0.082, 0.019, 0.518], [-0.025, -0.417, -0.112], [-0.466, 0.121, -0.071], [-0.477, 0.500, 0.159], [0.217, -0.374, 0.089], [0.279, 0.066, -0.296], [0.056, -0.315, 0.371], [-0.430, -0.280, -0.085], [-0.013, 0.280, -0.353], [-0.107, 0.268, 0.408], [-1.687, 0.043, -0.157], [2.130, 3.410, 2.295], [0.281, -0.721, -0.998], [0.189, -0.492, 0.116], [-0.665, -0.179, -0.260], [-0.360, -0.296, 0.200], [-0.524, -0.014, 0.108], [-0.026, 0.228, -0.386], [0.396, 0.234, 0.284], [-0.322, -0.896, 0.400], [-0.594, -0.113, 0.144], [0.106, -0.384, -0.407], [-0.303, -0.087, -0.596], [0.039, 0.141, -0.542], [0.310, -0.389, 0.094], [0.097, 0.372, 0.343], [-1.171, -0.119, -0.712], [0.087, 0.077, -0.591], [-0.144, -0.696, 0.101], [0.241, -0.374, -0.255], [0.219, -0.478, 0.155], [-0.416, -0.039, 0.255], [0.196, 0.502, 0.074], [0.587, -0.303, -0.070], [0.788, 0.506, 1.332], [0.151, -0.353, -0.406], [-0.462, 0.330, 0.215], [-1.168, 0.503, -1.591], [1.772, 0.366, 1.420], [-0.062, -0.205, -0.257], [-0.083, -0.649, 0.046], [0.269, 0.293, -0.579], [-0.503, 0.388, 0.281], [0.123, -0.114, -0.106], [-1.316, 0.559, 0.234], [0.377, 0.283, -0.542], [0.051, -0.651, 0.086], [-0.084, 0.273, 0.302]]}